1.
The following is a DFT calculation (ωB97M-V/def2-TZVPD) of a structure of composition C25H33N2O9PS3.

```
73
Properties=species:S:1:pos:R:3:lowdin_charge:R:1
O 6.0508 -2.1137 -0.7960 0.15
C 5.2339 -1.6054 -0.1033 -0.51
O 5.6032 -0.6827 0.8465 0.07
C 3.7825 -1.9693 -0.1683 -0.07
C 2.8691 -0.7201 -0.1277 -0.16
C 1.8932 -0.6956 -1.2965 -0.15
C 0.6503 0.1649 -1.1453 -0.12
C 0.7197 1.5093 -0.5941 -0.15
C 2.0192 2.1653 -0.1966 -0.10
C 2.9133 2.6210 -1.3278 -0.21
C 3.9983 3.4412 -1.0291 -0.05
C 4.8451 3.9186 -2.0152 -0.09
C 4.6257 3.5915 -3.3465 -0.09
C 3.5488 2.7747 -3.6583 -0.07
C 2.7045 2.2961 -2.6627 -0.04
C -0.4168 2.2303 -0.3917 0.05
C -1.6949 1.7268 -0.7242 -0.37
N -2.8580 2.3406 -0.5608 -0.20
S -3.9705 1.2974 -1.1166 1.05
N -3.0393 0.0991 -1.5655 -0.25
C -1.7726 0.4295 -1.3047 -0.34
C -0.5828 -0.3347 -1.5274 -0.11
P -0.7923 -1.9470 -2.3607 0.45
O -2.1480 -2.1766 -2.8398 -0.25
O 0.2323 -1.9736 -3.5891 -0.10
O -0.2024 -3.0845 -1.4037 -0.12
H 5.5987 0.1895 0.4354 0.11
H 3.6421 -2.4344 -1.1361 0.12
H 3.5068 -2.6408 0.6367 0.11
H 3.5134 0.1448 -0.2257 0.08
H 2.3758 -0.6125 0.8293 0.10
H 1.5566 -1.7172 -1.4082 0.07
H 2.4174 -0.4516 -2.2171 0.13
H 1.7733 3.0682 0.3564 0.12
H 2.5660 1.5534 0.5073 0.10
H 4.2069 3.7235 -0.0064 0.11
H 5.6823 4.5540 -1.7729 0.10
H 5.2526 3.9637 -4.1397 0.10
H 3.3579 2.5117 -4.6879 0.10
H 1.8699 1.6912 -2.9737 0.11
H -0.3518 3.2156 0.0439 0.13
H 1.1406 -2.1546 -3.3229 0.07
H -0.6837 -3.1214 -0.5687 0.10
C 4.3284 -4.2004 5.0148 -0.22
C 2.9630 -3.9785 5.6812 -0.21
C 2.5539 -2.5233 5.4166 -0.22
S 3.3441 -2.0599 3.8701 0.66
O 4.3074 -1.0264 4.1351 -0.31
O 2.3375 -1.8995 2.8473 -0.33
C 4.2115 -3.6049 3.6154 -0.23
H 4.5936 -5.2555 4.9756 0.12
H 5.1057 -3.6783 5.5763 0.12
H 2.2284 -4.6546 5.2396 0.12
H 2.9969 -4.1852 6.7496 0.11
H 1.4789 -2.4050 5.3089 0.10
H 2.9260 -1.8498 6.1857 0.10
H 5.1695 -3.4027 3.1408 0.11
H 3.5936 -4.2279 2.9684 0.11
C -8.9324 0.7615 -2.0577 -0.22
C -9.6809 0.6062 -0.7265 -0.21
C -8.9881 1.5149 0.2974 -0.22
S -8.2662 2.8670 -0.6438 0.66
O -6.8318 2.7875 -0.5340 -0.36
O -8.9669 4.0905 -0.3552 -0.32
C -8.7466 2.2622 -2.2585 -0.23
H -9.4807 0.3148 -2.8855 0.12
H -7.9586 0.2709 -1.9960 0.12
H -10.7192 0.9186 -0.8537 0.12
H -9.6897 -0.4283 -0.3870 0.11
H -9.6806 1.9298 1.0249 0.10
H -8.1754 1.0034 0.8093 0.10
H -7.9740 2.5175 -2.9799 0.11
H -9.6843 2.7493 -2.5237 0.11
```

Summary:
Net charge   0
DFT total energy   -89664.405 eV
HOMO level   -9.0 eV
LUMO level   -0.0187 Ha
Orbital gap   8.5 eV
Multiplicity   1

2.
The following is a DFT calculation (ωB97M-V/def2-TZVPD) of the molecule C3H7NOS.

```
13
Properties=species:S:1:pos:R:3:lowdin_charge:R:1
C 1.6553 -0.2488 -0.4016 -0.09
C 0.5740 -0.6691 0.5130 -0.24
O -0.7088 -0.9443 -0.1418 -0.11
C -1.7044 -0.0733 -0.0535 -0.98
N -1.2540 1.2230 0.1242 0.11
S -3.2670 -0.5673 -0.0954 0.65
H 1.4274 0.7489 -0.8202 0.07
H 1.7976 -1.0333 -1.1556 0.09
H 2.6814 -0.1657 0.1316 0.12
H 0.3839 0.0609 1.3646 0.14
H 0.7681 -1.6558 0.8703 0.11
H -0.4381 1.3492 -0.3437 0.03
H -1.9152 1.9755 0.0081 0.11
```

Summary:
Net charge   0
DFT total energy   -17596.773 eV
HOMO level   -8.4 eV
LUMO level   0.0253 Ha
SMILES   CCOC(N)=S
Energy relative to the best compared isomer or geometry (same formula, charge and spin)   111.6 kJ/mol
Orbital gap   9.1 eV
Multiplicity   1

3.
The following is a DFT calculation (ωB97M-V/def2-TZVPD) of a cluster of 10 separate species, C39H48Br2F12O30 in total.

```
131
Properties=species:S:1:pos:R:3:lowdin_charge:R:1
C 4.2963 -0.7584 2.3634 -0.07
O 3.3542 -0.5077 1.3323 -0.15
C 3.9629 -0.4143 0.0623 -0.31
C 4.8279 0.8704 -0.1113 -0.14
C 4.3163 2.0611 0.7214 -0.16
C 4.3746 3.4340 0.0563 -0.83
F 3.8233 4.3457 0.9223 -0.03
Br 6.2060 3.9779 -0.2758 0.83
C 3.5630 3.5639 -1.2538 -0.95
F 2.3475 3.0606 -1.0475 0.06
F 4.1220 2.8787 -2.2521 0.03
Br 3.3388 5.4032 -1.8581 0.86
C 2.8663 -0.5080 -1.0396 -0.13
O 1.5879 -0.8761 -0.5462 -0.13
C 0.5599 0.0133 -0.9828 -0.20
C -0.8102 -0.3588 -0.3707 -0.14
C -1.5401 0.8500 0.2933 -0.17
C -2.8083 1.3441 -0.4367 -0.18
C -4.0910 0.7658 0.1721 -0.25
O -4.3162 1.2356 1.5097 -0.08
H 4.2419 -1.7955 2.7048 0.07
H 4.0880 -0.1026 3.2160 0.10
H 5.3290 -0.5735 2.0430 0.09
H 4.6350 -1.2727 -0.0652 0.12
H 5.8495 0.6354 0.2049 0.10
H 4.8977 1.0918 -1.1763 0.10
H 4.9459 2.1620 1.6115 0.12
H 3.2953 1.9069 1.0821 0.14
H 2.7918 0.4544 -1.5602 0.10
H 3.1777 -1.2745 -1.7635 0.13
H 0.8329 1.0283 -0.6852 0.10
H 0.5097 -0.0222 -2.0864 0.13
H -1.4479 -0.7525 -1.1661 0.10
H -0.6585 -1.1364 0.3796 0.10
H -1.8092 0.5728 1.3194 0.10
H -0.8530 1.6981 0.3854 0.10
H -2.8798 2.4355 -0.3552 0.11
H -2.8074 1.0967 -1.4989 0.09
H -4.0184 -0.3210 0.2376 0.10
H -4.9590 1.0203 -0.4510 0.11
H -4.7269 2.1007 1.4479 0.07
O -1.7626 8.0902 -3.5569 0.19
C -0.8092 8.3252 -2.9008 -0.58
O -0.8196 8.6702 -1.5942 0.08
C 0.5297 8.6987 -1.1192 -0.04
C 1.3090 8.9072 -2.4022 -0.31
F 2.5040 8.2684 -2.3921 0.02
O 0.4755 8.2905 -3.3645 0.12
H 0.7790 7.7352 -0.6713 0.14
H 0.6605 9.4923 -0.3898 0.14
H 1.4678 9.9510 -2.6771 0.18
O 5.9586 -3.2910 -1.2576 0.19
C 6.7050 -2.5173 -1.7477 -0.54
O 6.8499 -1.2274 -1.3509 0.04
C 7.9419 -0.6501 -2.0711 -0.04
C 8.0184 -1.5448 -3.2917 -0.31
F 9.2859 -1.7072 -3.7339 0.08
O 7.5315 -2.7777 -2.7958 0.14
H 8.8537 -0.7278 -1.4771 0.15
H 7.7366 0.3925 -2.2992 0.14
H 7.3936 -1.2271 -4.1284 0.17
O -2.8180 2.4667 -3.4165 0.19
C -2.0340 3.3304 -3.5932 -0.53
O -1.7781 4.3229 -2.7141 0.09
C -0.6737 5.0942 -3.1919 -0.04
C -0.7251 4.8037 -4.6735 -0.29
F 0.5055 4.7880 -5.2490 0.07
O -1.2703 3.4955 -4.7223 0.11
H 0.2551 4.7268 -2.7515 0.13
H -0.8124 6.1437 -2.9484 0.10
H -1.3681 5.4802 -5.2390 0.18
O -2.7488 -2.8508 -0.0343 0.15
C -3.0017 -3.0624 1.1086 -0.55
O -3.5067 -2.1481 1.9480 0.07
C -3.8330 -2.7899 3.1905 -0.02
C -2.9211 -3.9967 3.1498 -0.29
F -3.4541 -5.0835 3.7515 0.09
O -2.8020 -4.2444 1.7508 0.13
H -4.8849 -3.0695 3.1855 0.11
H -3.6434 -2.1247 4.0252 0.12
H -1.9229 -3.8297 3.5600 0.17
O 4.4537 -2.1228 7.0032 0.19
C 4.3223 -3.0651 6.3022 -0.55
O 4.2302 -3.0217 4.9514 0.05
C 4.2328 -4.3633 4.4526 -0.05
C 3.7703 -5.1506 5.6598 -0.31
F 4.3446 -6.3735 5.7305 0.08
O 4.2314 -4.3534 6.7350 0.13
H 5.2499 -4.6461 4.1772 0.15
H 3.5787 -4.4491 3.5895 0.14
H 2.6893 -5.2670 5.7400 0.17
O -4.8711 -1.6483 6.3189 0.19
C -3.8350 -1.6648 6.8855 -0.54
O -3.6616 -1.4978 8.2154 0.08
C -2.2827 -1.7093 8.5282 -0.05
C -1.6166 -1.4494 7.1927 -0.31
F -0.5231 -2.2242 6.9999 0.07
O -2.6206 -1.8361 6.2756 0.11
H -2.1306 -2.7441 8.8384 0.15
H -1.9655 -1.0343 9.3173 0.14
H -1.3436 -0.4087 7.0111 0.17
O -5.2919 -8.3360 -1.0422 0.18
C -4.6041 -7.4683 -1.4576 -0.55
O -4.5577 -6.2086 -0.9706 0.07
C -3.5003 -5.5014 -1.6299 -0.06
C -3.3513 -6.2949 -2.9103 -0.31
F -2.0715 -6.3372 -3.3529 0.08
O -3.7511 -7.5935 -2.5149 0.13
H -2.5936 -5.5531 -1.0269 0.14
H -3.7714 -4.4617 -1.7801 0.13
H -3.9908 -5.9617 -3.7300 0.17
O -0.2255 0.4177 -10.2048 0.19
C 0.0718 0.7979 -9.1263 -0.55
O 0.0460 2.0883 -8.7197 0.07
C 0.3115 2.1319 -7.3115 -0.05
C 1.0510 0.8276 -7.1025 -0.31
F 0.8100 0.2763 -5.8873 0.07
O 0.5044 -0.0011 -8.1090 0.13
H -0.6314 2.1531 -6.7671 0.13
H 0.8949 3.0133 -7.0638 0.13
H 2.1319 0.8931 -7.2469 0.17
O -6.8895 -3.0742 3.9463 0.18
C -7.4514 -2.2620 3.2945 -0.54
O -7.0025 -1.8003 2.1042 0.07
C -7.9912 -0.9316 1.5506 -0.04
C -8.7672 -0.5183 2.7852 -0.31
F -10.0832 -0.3295 2.5305 0.08
O -8.6100 -1.6402 3.6350 0.14
H -8.6296 -1.4931 0.8668 0.15
H -7.5184 -0.1056 1.0273 0.14
H -8.3777 0.3661 3.2920 0.17
```

Summary:
Net charge   0
DFT total energy   -275340.893 eV
HOMO level   -9.4 eV
LUMO level   -0.0005 Ha
SMILES   CO[C@H](CC[C@@](F)(Br)C(F)(F)Br)COCCCCCO.O=C1OC[C@@H](F)O1.O=C1OC[C@@H](F)O1.O=C1OC[C@@H](F)O1.O=C1OC[C@@H](F)O1.O=C1OC[C@@H](F)O1.O=C1OC[C@@H](F)O1.O=C1OC[C@@H](F)O1.O=C1OC[C@@H](F)O1.O=C1OC[C@@H](F)O1
Orbital gap   9.4 eV
Multiplicity   1

4.
The following is a DFT calculation (ωB97M-V/def2-TZVPD) of the molecule C7H14O4.

```
25
Properties=species:S:1:pos:R:3:lowdin_charge:R:1
C 2.7667 0.4328 1.4858 -0.08
O 1.7927 1.3598 1.0447 -0.11
C 0.6772 0.7838 0.4372 -0.38
C -0.3846 0.3219 1.4242 -0.10
C -1.1786 -0.9461 0.9627 -0.11
C -1.3559 -0.9415 -0.5321 -0.24
O -2.4121 0.0174 -0.9260 -0.12
O -2.1870 1.3147 -0.3178 -0.04
C 0.0609 -0.8071 -1.2211 -0.33
C -0.0582 -0.0802 -2.5278 -0.03
O 1.0898 -0.3047 -0.3940 -0.06
H 3.4640 1.0415 2.1246 0.11
H 2.3479 -0.3928 2.0198 0.07
H 3.2613 0.0771 0.5958 0.08
H 0.3410 1.5851 -0.2472 0.16
H -1.0424 1.1831 1.7061 0.13
H 0.1943 0.0991 2.3126 0.10
H -2.1486 -0.9559 1.4496 0.11
H -0.6170 -1.8509 1.3124 0.14
H -1.7714 -1.8910 -0.8501 0.15
H -3.0466 1.3804 0.1432 0.12
H 0.3987 -1.8138 -1.4238 0.15
H -0.8669 -0.4786 -3.1553 0.10
H 0.9286 -0.0888 -3.0733 0.11
H -0.2538 0.9546 -2.3503 0.07
```

Summary:
Net charge   0
DFT total energy   -15672.145 eV
HOMO level   -9.3 eV
LUMO level   0.0271 Ha
SMILES   CO[C@@H]1CC[C@@H](OO)[C@@H](C)O1
Energy relative to the best compared isomer or geometry (same formula, charge and spin)   305.1 kJ/mol
Orbital gap   10.1 eV
Multiplicity   1

5.
The following is a DFT calculation (ωB97M-V/def2-TZVPD) of the molecule C22H27NO2.

```
52
Properties=species:S:1:pos:R:3:lowdin_charge:R:1
C 1.9925 3.0950 -1.5713 -0.01
C 2.5186 2.8858 -0.1716 -0.41
O 2.7603 3.8188 0.5612 0.09
C 2.7053 1.4813 0.2797 -0.15
C 2.9950 1.2628 1.6274 -0.01
C 3.1650 -0.0210 2.1057 -0.06
C 3.0229 -1.1027 1.2515 -0.05
C 2.7175 -0.9113 -0.0918 -0.20
C 2.4826 -2.0921 -1.0087 -0.14
N 1.1124 -2.5459 -1.1596 -0.16
C 0.4916 -3.1877 -0.0236 -0.16
C -0.1663 -2.2233 0.9737 -0.11
C -1.1633 -1.2581 0.3086 -0.41
C -2.4513 -1.9881 -0.1250 -0.21
O -3.2312 -2.4679 0.9436 -0.05
C -1.5233 -0.1570 1.3398 -0.09
C -2.2178 1.0310 0.7407 -0.23
C -3.5941 1.0307 0.5466 -0.04
C -4.2245 2.1185 -0.0315 -0.08
C -3.4893 3.2267 -0.4163 -0.10
C -2.1213 3.2473 -0.2056 -0.08
C -1.4929 2.1582 0.3711 -0.05
C -0.4915 -0.6267 -0.9181 -0.11
C 0.1877 -1.6590 -1.8294 -0.16
C 2.5863 0.3852 -0.5719 0.00
H 1.0531 2.5635 -1.7097 0.08
H 1.8351 4.1578 -1.7368 0.09
H 2.7139 2.7269 -2.2980 0.09
H 3.0851 2.1192 2.2786 0.12
H 3.4028 -0.1837 3.1466 0.11
H 3.1525 -2.1070 1.6304 0.12
H 3.0600 -2.9489 -0.6482 0.12
H 2.8411 -1.8432 -2.0129 0.12
H 1.2437 -3.7889 0.4928 0.12
H -0.2635 -3.8762 -0.4223 0.12
H -0.6605 -2.8014 1.7593 0.12
H 0.6153 -1.6316 1.4532 0.10
H -2.2042 -2.8107 -0.8085 0.12
H -3.0948 -1.2869 -0.6610 0.12
H -2.7237 -3.1312 1.4237 0.08
H -2.1651 -0.6071 2.1001 0.13
H -0.6020 0.1794 1.8217 0.12
H -4.1738 0.1753 0.8611 0.11
H -5.2950 2.1033 -0.1777 0.10
H -3.9817 4.0755 -0.8678 0.10
H -1.5422 4.1158 -0.4845 0.10
H -0.4267 2.1913 0.5513 0.10
H 0.2562 0.0822 -0.5634 0.09
H -1.2305 -0.0728 -1.5003 0.13
H 0.7197 -1.1440 -2.6325 0.12
H -0.5791 -2.2882 -2.2961 0.12
H 2.3933 0.5309 -1.6241 0.12
```

Summary:
Net charge   0
DFT total energy   -28837.564 eV
HOMO level   -8.3 eV
LUMO level   0.0056 Ha
SMILES   CC(=O)c1cccc(CN2CCC(CO)(Cc3ccccc3)CC2)c1
Energy relative to the best compared isomer or geometry (same formula, charge and spin)   104.7 kJ/mol
Orbital gap   8.5 eV
Multiplicity   1

6.
The following is a DFT calculation (ωB97M-V/def2-TZVPD) of a cluster of 4 separate species, C15H25N8 in total.

```
48
Properties=species:S:1:pos:R:3:lowdin_charge:R:1
N 2.0878 0.2982 2.5399 0.01
C 1.2090 -0.5086 1.6703 -0.27
C -0.2141 0.0070 1.5121 -0.19
C -0.2963 1.4425 1.0514 -0.17
N 0.1750 1.5556 -0.3637 0.08
C 0.8745 2.7093 -0.6546 -0.36
N 0.4439 3.9070 -0.2088 0.23
N 1.9850 2.6105 -1.3532 0.18
C 2.4980 1.3266 -1.7641 -0.22
C 3.5782 0.7671 -1.1010 -0.01
C 4.0071 -0.4861 -1.5111 -0.03
C 3.3291 -1.1070 -2.5536 -0.11
N 2.2954 -0.5700 -3.2059 0.09
C 1.9010 0.6344 -2.8060 -0.08
H 2.7404 0.8194 1.9736 0.04
H 1.5699 0.9461 3.1168 0.06
H 1.1685 -1.5183 2.0721 0.10
H 1.6888 -0.5976 0.6981 0.09
H -0.7284 -0.0391 2.4722 0.10
H -0.7127 -0.6502 0.8103 0.07
H -1.3387 1.7493 1.0928 0.12
H 0.3265 2.0749 1.6712 0.11
H -0.5952 1.5068 -1.0295 0.14
H 0.7654 4.7131 -0.7311 0.13
H -0.5626 3.9132 -0.0800 0.14
H 2.4998 3.4430 -1.6026 0.18
H 4.0634 1.2954 -0.2948 0.12
H 4.8327 -0.9620 -1.0107 0.11
H 3.6531 -2.0869 -2.8722 0.11
H 1.0588 1.0831 -3.3185 0.12
C -0.3556 -3.1712 -3.1426 -0.06
C -0.9737 -2.4540 -2.0353 -0.26
N -1.4593 -1.8894 -1.1675 0.14
H 0.3556 -3.8991 -2.7572 0.09
H -1.1195 -3.6902 -3.7178 0.09
H 0.1669 -2.4672 -3.7885 0.07
C -5.0289 0.0682 -1.2638 -0.06
C -4.1586 1.2339 -1.3033 -0.28
N -3.4826 2.1547 -1.3559 0.11
H -6.0700 0.3837 -1.2544 0.09
H -4.8434 -0.5466 -2.1418 0.08
H -4.8162 -0.5133 -0.3691 0.09
C -1.9320 -2.7083 5.0917 -0.07
C -2.3879 -1.3441 4.8555 -0.29
N -2.7474 -0.2736 4.6739 0.13
H -0.8548 -2.7681 4.9496 0.08
H -2.1733 -3.0049 6.1101 0.09
H -2.4228 -3.3869 4.3971 0.08
```

Summary:
Net charge   +1
DFT total energy   -27874.749 eV
HOMO level   -11.8 eV
LUMO level   -0.1098 Ha
Energy relative to the best compared isomer or geometry (same formula, charge and spin)   0.0 kJ/mol
Orbital gap   8.8 eV
Multiplicity   1

Which value of HOMO level does entry 1 give?
-9.0 eV

What is the LUMO level in the fourth record?
0.0271 Ha

Which formula does entry 2 have?
C3H7NOS